1.
{"formula": "C40H36Br2Cl5F4LuN6OP2", "method": "ωB97M-V/def2-TZVPD", "species": ["Lu", "Cl", "C", "C", "C", "Cl", "C", "Cl", "C", "Cl", "C", "Cl", "F", "C", "C", "F", "C", "F", "C", "P", "C", "C", "C", "C", "C", "C", "C", "C", "C", "C", "C", "C", "C", "Br", "C", "F", "H", "H", "H", "H", "H", "H", "H", "H", "H", "H", "C", "N", "C", "N", "C", "N", "C", "P", "C", "C", "H", "H", "H", "H", "H", "H", "H", "H", "H", "H", "H", "H", "C", "C", "C", "C", "N", "N", "C", "H", "H", "H", "H", "H", "H", "H", "H", "Br", "C", "C", "C", "C", "C", "N", "H", "H", "H", "H", "O", "H", "H"], "coordinates": [[0.863, -0.978, -0.052], [1.162, -1.476, -3.960], [2.601, -1.046, -3.048], [2.523, -0.828, -1.680], [3.708, -0.427, -1.107], [3.604, 0.026, 0.598], [4.917, -0.264, -1.748], [6.292, 0.267, -0.883], [4.958, -0.527, -3.112], [6.424, -0.378, -3.971], [3.786, -0.914, -3.769], [3.809, -1.226, -5.446], [-3.505, -2.559, -6.389], [-3.044, -1.894, -5.357], [-3.097, -0.525, -5.338], [-3.623, 0.117, -6.356], [-2.614, 0.180, -4.254], [-2.793, 1.494, -4.326], [-2.027, -0.447, -3.164], [-1.318, 0.398, -1.680], [-2.851, 0.558, -0.691], [-3.028, -0.181, 0.477], [-4.243, -0.175, 1.159], [-5.293, 0.590, 0.678], [-5.131, 1.338, -0.486], [-3.925, 1.317, -1.168], [-0.916, 2.061, -2.260], [-1.444, 3.208, -1.681], [-1.071, 4.461, -2.158], [-0.164, 4.567, -3.205], [0.380, 3.418, -3.774], [0.015, 2.168, -3.295], [-2.037, -1.843, -3.205], [-1.415, -2.855, -1.745], [-2.524, -2.562, -4.273], [-2.513, -3.890, -4.297], [-2.223, -0.793, 0.854], [-4.380, -0.776, 2.056], [-6.244, 0.598, 1.202], [-5.955, 1.934, -0.869], [-3.821, 1.887, -2.088], [-2.164, 3.137, -0.872], [-1.501, 5.357, -1.717], [0.110, 5.545, -3.587], [1.084, 3.497, -4.597], [0.439, 1.271, -3.749], [-1.208, -0.741, 5.704], [-0.070, -1.607, 5.377], [1.174, -0.913, 5.756], [1.321, 0.408, 5.127], [0.138, 1.216, 5.440], [-1.132, 0.574, 5.053], [-1.292, 0.474, 3.609], [0.094, -0.539, 2.822], [-0.081, -2.008, 3.973], [1.528, 0.302, 3.685], [-1.222, -0.584, 6.779], [-2.138, -1.237, 5.419], [2.031, -1.535, 5.492], [1.173, -0.779, 6.837], [0.220, 2.182, 4.937], [0.114, 1.392, 6.514], [-1.341, 1.477, 3.183], [-2.231, -0.012, 3.372], [0.721, -2.713, 3.775], [-1.018, -2.506, 3.737], [1.666, 1.289, 3.243], [2.439, -0.264, 3.484], [-0.628, 4.117, 2.408], [0.183, 3.365, 1.393], [1.174, 3.757, 0.532], [1.525, 2.624, -0.223], [0.830, 1.559, 0.204], [0.024, 2.049, 1.182], [2.485, 2.645, -1.372], [-0.675, 5.172, 2.147], [-0.179, 4.044, 3.399], [-1.653, 3.742, 2.471], [1.565, 4.761, 0.406], [-0.732, 1.485, 1.515], [2.354, 3.578, -1.917], [2.323, 1.827, -2.063], [3.520, 2.614, -1.017], [2.672, -2.902, 1.900], [2.518, -4.024, 0.375], [3.110, -5.265, 0.373], [2.952, -6.022, -0.780], [2.225, -5.506, -1.840], [1.675, -4.246, -1.720], [1.822, -3.497, -0.611], [3.683, -5.616, 1.223], [3.406, -7.007, -0.846], [2.090, -6.065, -2.759], [1.123, -3.795, -2.535], [-0.509, -3.035, 0.998], [-1.450, -3.202, 0.853], [-0.131, -3.860, 1.317]], "charge": 2, "de_lowest_kcal_mol": 22.3, "e_lumo_ev": -5.27, "orbital_gap_ev": 8.017}



2.
{"formula": "C22H30N2O5", "method": "ωB97M-V/def2-TZVPD", "species": ["C", "C", "C", "C", "C", "O", "O", "C", "C", "C", "C", "O", "C", "C", "C", "O", "N", "C", "C", "C", "N", "C", "C", "O", "C", "C", "C", "C", "C", "H", "H", "H", "H", "H", "H", "H", "H", "H", "H", "H", "H", "H", "H", "H", "H", "H", "H", "H", "H", "H", "H", "H", "H", "H", "H", "H", "H", "H", "H"], "coordinates": [[-4.125, -3.501, 3.072], [-3.205, -3.065, 1.939], [-3.233, -1.597, 1.620], [-4.010, -0.712, 2.283], [-4.037, 0.701, 1.968], [-4.712, 1.526, 2.535], [-3.229, 1.125, 0.949], [-2.440, 0.271, 0.258], [-1.673, 0.835, -0.765], [-1.774, 2.305, -1.036], [-0.825, 0.007, -1.505], [-0.072, 0.629, -2.453], [0.606, -0.117, -3.453], [-0.331, -0.883, -4.383], [1.743, -1.012, -2.913], [2.187, -1.937, -3.563], [2.214, -0.623, -1.723], [3.351, -1.225, -1.070], [4.196, -0.140, -0.404], [3.486, 0.491, 0.801], [2.219, 1.106, 0.420], [2.334, 2.464, -0.100], [2.490, 3.509, 1.012], [1.438, 3.423, 1.948], [1.376, 2.135, 2.521], [1.180, 1.067, 1.439], [-0.768, -1.361, -1.218], [-1.537, -1.899, -0.215], [-2.393, -1.103, 0.552], [-3.859, -3.004, 4.002], [-4.033, -4.574, 3.221], [-5.163, -3.279, 2.837], [-3.474, -3.612, 1.031], [-2.176, -3.338, 2.189], [-4.663, -1.001, 3.088], [-2.819, 2.606, -1.052], [-1.307, 2.544, -1.987], [-1.286, 2.875, -0.246], [1.114, 0.665, -4.037], [0.272, -1.507, -5.037], [-0.919, -0.191, -4.980], [-1.009, -1.518, -3.819], [1.800, 0.141, -1.196], [3.925, -1.763, -1.829], [3.013, -1.947, -0.316], [4.435, 0.626, -1.143], [5.133, -0.578, -0.057], [3.270, -0.300, 1.525], [4.172, 1.203, 1.282], [3.182, 2.520, -0.784], [1.417, 2.677, -0.658], [2.447, 4.518, 0.598], [3.455, 3.378, 1.526], [0.528, 2.149, 3.207], [2.297, 1.934, 3.091], [1.146, 0.073, 1.886], [0.226, 1.252, 0.937], [-0.111, -2.008, -1.777], [-1.471, -2.957, -0.021]], "smiles": "CCc1cc(=O)oc2c(C)c(O[C@H](C)C(=O)NCCCN3CCOCC3)ccc12", "de_lowest_kcal_mol": 33.8, "e_lumo_ev": 0.21, "orbital_gap_ev": 8.661}



3.
{"formula": "C6H41BrClNO14P", "method": "ωB97M-V/def2-TZVPD", "species": ["C", "C", "C", "Cl", "N", "C", "C", "C", "Br", "P", "O", "H", "H", "H", "H", "H", "H", "H", "H", "H", "H", "H", "H", "H", "H", "H", "O", "H", "H", "O", "H", "H", "O", "H", "H", "O", "H", "H", "O", "H", "H", "O", "H", "H", "O", "H", "H", "O", "H", "H", "O", "H", "H", "O", "H", "H", "O", "H", "H", "O", "H", "H", "O", "H", "H"], "coordinates": [[0.774, 2.510, -2.271], [-0.330, 1.529, -1.864], [-0.256, 0.091, -2.421], [0.949, -0.144, -3.712], [-0.030, -0.989, -1.367], [1.389, -1.318, -0.879], [2.097, -0.221, -0.066], [2.361, -0.702, 1.352], [3.739, 0.293, -0.966], [-1.167, -0.877, 0.043], [-1.408, -2.244, 0.544], [1.771, 2.134, -2.041], [0.620, 3.439, -1.709], [0.706, 2.759, -3.333], [-1.297, 1.928, -2.192], [-0.373, 1.500, -0.768], [-1.220, -0.166, -2.864], [-0.337, -1.876, -1.793], [1.245, -2.214, -0.257], [1.955, -1.631, -1.756], [1.493, 0.688, -0.019], [1.524, -1.333, 1.673], [2.439, 0.154, 2.023], [3.294, -1.259, 1.439], [-0.509, -0.007, 0.922], [-2.257, -0.197, -0.522], [2.775, -3.747, 0.707], [2.391, -4.541, 1.093], [3.327, -4.074, -0.010], [-0.216, -1.610, 3.421], [-0.909, -1.538, 4.094], [-0.732, -1.739, 2.617], [1.795, -2.808, -6.037], [1.161, -3.460, -5.724], [1.562, -1.983, -5.608], [0.777, 1.433, 3.429], [0.565, 0.491, 3.500], [0.275, 1.816, 4.163], [1.207, 1.215, -7.415], [0.965, 2.106, -7.147], [1.176, 0.685, -6.616], [-1.698, 1.445, 4.722], [-2.017, 1.617, 3.829], [-2.486, 1.162, 5.198], [-3.660, 0.439, 2.789], [-3.170, -0.351, 2.533], [-3.827, 0.939, 1.985], [-2.786, -2.327, 4.511], [-2.940, -3.267, 4.378], [-3.506, -2.037, 5.081], [-0.466, -4.574, -0.842], [-0.957, -3.908, -0.347], [-0.586, -5.400, -0.367], [0.061, 5.724, -1.627], [-0.508, 5.951, -2.368], [0.250, 6.566, -1.202], [-3.311, 4.302, 5.116], [-2.885, 3.492, 4.821], [-3.470, 4.824, 4.325], [3.662, 1.301, 3.214], [4.054, 0.933, 4.010], [2.752, 1.534, 3.456], [-2.292, -0.855, -4.609], [-2.664, -0.961, -5.491], [-1.339, -0.907, -4.719]], "charge": 1, "e_lumo_ev": -3.33, "orbital_gap_ev": 9.543}



4.
{"formula": "CH5FOP2", "method": "ωB97M-V/def2-TZVPD", "species": ["C", "O", "F", "P", "P", "H", "H", "H", "H", "H"], "coordinates": [[-1.112, 1.211, 0.164], [-0.463, 0.632, -0.933], [0.929, -1.259, 1.953], [1.627, -0.896, 0.521], [0.053, -0.947, -1.033], [-0.453, 1.147, 1.125], [-2.068, 0.622, 0.233], [-1.428, 2.244, -0.309], [1.020, -0.619, -1.861], [1.894, -2.135, 0.142]], "s2": 2.01, "de_lowest_kcal_mol": 42.6, "e_lumo_ev": [0.69, -3.04], "orbital_gap_ev": [5.528, 7.043], "multiplicity": 3}



So what do the calculations give for DFT total energy? Going down the list: -11715.9051 -1342.0553 -4736.6184 -898.7287 hartree.